A structure of composition C36H26Cl3F9MnOP in a non-equilibrium geometry, computed with the ωB97M-V functional and the def2-TZVPD basis.

```
77
Properties=species:S:1:pos:R:3:lowdin_charge:R:1
Mn -1.817 -1.954 0.231 0.843
C 0.650 5.869 0.472 -0.060
C -0.721 5.346 0.830 -0.253
C -1.676 5.034 -0.196 -0.030
C -2.885 4.359 -0.014 -0.259
C -3.855 3.880 -1.055 -0.053
C -3.080 3.868 1.294 -0.018
C -2.110 4.100 2.296 -0.270
C -2.155 3.311 3.566 -0.064
C -1.015 4.961 2.138 -0.012
H 1.014 6.778 1.021 0.098
H 0.660 6.102 -0.571 0.052
H 1.491 5.155 0.619 0.086
H -1.367 5.304 -1.230 0.103
H -3.739 4.463 -1.991 0.082
H -4.860 3.949 -0.639 0.078
H -3.853 2.797 -1.196 0.074
H -3.888 3.238 1.566 0.103
H -2.450 2.259 3.256 0.092
H -2.961 3.625 4.276 0.096
H -1.253 3.295 4.114 0.053
H -0.209 5.042 2.848 0.115
Cl -2.830 -7.310 4.587 0.686
C -2.658 -5.731 3.885 -0.649
C -2.975 -5.539 2.525 -0.130
C -2.670 -4.314 1.965 -0.501
Cl -3.184 -3.970 0.290 0.739
C -2.116 -3.233 2.754 -0.465
O -1.932 -2.076 2.195 -0.292
C -1.837 -3.420 4.122 -0.647
Cl -1.144 -2.174 4.993 0.794
C -2.077 -4.683 4.678 -0.082
H -3.465 -6.312 1.890 0.127
H -1.785 -5.020 5.697 0.124
F 2.971 -5.226 -5.518 0.134
C 2.916 -5.710 -4.240 -0.462
F 2.453 -7.001 -4.251 0.128
F 4.226 -5.774 -3.717 0.090
C 2.133 -4.750 -3.334 -0.081
C 2.648 -3.428 -3.387 0.025
C 2.014 -2.397 -2.705 -0.063
C 0.894 -2.737 -1.900 -0.359
C 0.468 -4.096 -1.782 -0.068
C 1.075 -5.088 -2.510 -0.004
P 0.181 -1.424 -0.962 0.987
C 0.072 0.112 -1.869 -0.377
C 0.107 1.342 -1.158 -0.019
C 0.023 2.508 -1.931 0.017
C -0.285 2.526 -3.278 -0.106
C -0.213 1.275 -3.933 0.021
C -0.182 0.089 -3.237 -0.086
C -0.493 3.805 -3.916 -0.493
F -1.745 4.324 -3.460 0.066
F 0.402 4.759 -3.501 0.125
F -0.546 3.893 -5.254 0.163
C 1.524 -1.088 0.265 -0.296
C 2.740 -0.612 -0.180 -0.087
C 3.667 -0.165 0.705 0.008
C 3.394 -0.093 2.080 -0.080
C 2.107 -0.427 2.505 -0.024
C 1.198 -1.054 1.698 -0.042
C 4.536 0.208 3.060 -0.430
F 5.815 0.071 2.593 0.130
F 4.457 1.559 3.441 0.083
F 4.434 -0.513 4.263 0.093
H 3.491 -3.237 -4.023 0.127
H 2.202 -1.307 -2.825 0.113
H -0.132 -4.425 -0.953 0.090
H 0.613 -6.089 -2.523 0.143
H 0.259 1.452 -0.070 0.131
H 0.069 3.466 -1.437 0.105
H -0.347 1.285 -5.067 0.157
H -0.146 -0.869 -3.761 0.118
H 3.011 -0.651 -1.218 0.097
H 4.615 0.070 0.311 0.119
H 1.917 -0.216 3.619 0.161
H 0.210 -1.369 2.144 0.089
```

Calculated values
Charge: +1
2S+1: 6
F_max (hartree/bohr): 0.090
HOMO (spin up / spin down) (eV): -10.5 / -10.5
LUMO energy (spin up / spin down) (eV): -3.92 / -4.66


A structure of composition C36H27F9IrN5O11, computed with the ωB97M-V functional and the def2-TZVPD basis.

```
89
Properties=species:S:1:pos:R:3:lowdin_charge:R:1
Ir 0.966 0.856 0.267 1.610
C -5.182 1.576 0.386 -0.079
O -5.300 0.966 -0.888 -0.069
C -4.146 0.602 -1.503 -0.277
C -4.286 -0.088 -2.713 -0.015
C -3.153 -0.529 -3.345 -0.042
C -1.856 -0.314 -2.840 -0.085
C -0.716 -0.915 -3.543 -0.362
C -0.950 -1.575 -4.895 -0.022
O 0.431 -0.908 -3.118 0.063
C -1.722 0.428 -1.628 -0.293
O -0.554 0.737 -1.148 -0.216
C -2.898 0.864 -0.989 0.047
H -6.197 1.700 0.755 0.094
H -4.702 2.557 0.305 0.096
H -4.616 0.944 1.073 0.069
H -5.275 -0.289 -3.100 0.113
H -3.272 -1.095 -4.257 0.099
H -1.558 -2.473 -4.774 0.084
H 0.022 -1.854 -5.296 0.077
H -1.458 -0.916 -5.598 0.080
H -2.796 1.347 -0.038 0.067
C -2.027 1.467 3.288 -0.035
C -1.472 0.806 4.364 -0.039
C -0.208 0.251 4.243 0.006
C 0.471 0.357 3.045 -0.214
N -0.123 0.945 1.977 -0.037
C -1.326 1.492 2.099 -0.107
C 1.889 0.038 2.832 -0.194
C 2.733 -0.487 3.803 -0.024
C 4.090 -0.601 3.544 -0.083
C 4.606 -0.176 2.325 -0.077
C 3.766 0.334 1.343 -0.069
C 2.400 0.435 1.585 -0.247
H -3.011 1.910 3.335 0.115
H -2.016 0.718 5.295 0.116
H 0.257 -0.248 5.081 0.114
H -1.707 1.976 1.216 0.108
H 2.342 -0.805 4.762 0.107
H 4.749 -1.013 4.298 0.099
H 5.671 -0.246 2.136 0.102
H 4.174 0.664 0.395 0.098
C 1.586 3.392 2.671 -0.029
C 1.496 3.697 1.212 -0.322
C 1.726 4.914 0.657 -0.062
C 1.609 4.780 -0.762 -0.056
C 1.320 3.481 -1.040 -0.313
C 1.051 2.937 -2.412 -0.036
N 1.238 2.776 0.174 -0.078
H 1.914 4.302 3.174 0.081
H 2.315 2.613 2.891 0.069
H 0.632 3.103 3.113 0.065
H 1.970 5.808 1.209 0.097
H 1.707 5.560 -1.500 0.102
H 1.970 2.940 -3.002 0.076
H 0.327 3.581 -2.914 0.085
H 0.647 1.932 -2.412 0.038
F -0.994 -2.652 2.849 0.149
C -2.321 -2.725 2.987 -0.526
F -2.616 -2.130 4.168 0.128
F -2.627 -4.031 3.134 0.137
C -3.052 -1.992 1.796 -0.391
O -2.478 -0.851 1.517 -0.080
C -4.553 -1.798 2.225 -0.530
F -4.680 -0.732 3.038 0.128
F -5.104 -2.844 2.876 0.137
F -5.330 -1.553 1.155 0.149
C -3.042 -2.975 0.567 -0.531
F -3.890 -4.025 0.685 0.134
F -3.375 -2.338 -0.557 0.166
F -1.816 -3.490 0.378 0.146
O 5.061 -3.862 -4.492 0.065
N 4.253 -4.021 -3.593 -0.360
O 3.851 -5.105 -3.215 0.073
C 3.728 -2.828 -2.944 -0.130
C 2.815 -2.955 -1.933 0.096
C 2.297 -1.829 -1.303 -0.054
C 2.672 -0.511 -1.701 -0.278
O 2.243 0.602 -1.288 -0.139
C 3.679 -0.482 -2.724 -0.050
C 4.173 -1.571 -3.361 0.094
N 4.210 0.832 -3.117 -0.344
O 4.645 1.543 -2.237 0.102
O 4.222 1.097 -4.303 0.091
N 1.312 -2.121 -0.284 -0.235
O 1.077 -3.270 -0.025 0.137
O 0.713 -1.226 0.352 -0.055
H 2.483 -3.935 -1.630 0.137
H 4.894 -1.473 -4.159 0.139
```

Calculated values
Charge: -1
2S+1: 2
F_max (hartree/bohr): 0.006
HOMO (spin up / spin down) (eV): -5.4 / -5.2
LUMO energy (spin up / spin down) (eV): 0.93 / -0.38


A structure of composition C36H27IN2O4PPdS2, computed with the ωB97M-V functional and the def2-TZVPD basis.

```
74
Properties=species:S:1:pos:R:3:lowdin_charge:R:1
Pd 0.290 -0.406 -0.014 0.772
C 3.918 0.652 0.402 -0.046
O 2.587 0.978 0.827 -0.153
C 2.426 1.510 2.032 -0.245
C 3.493 1.900 2.839 -0.001
C 3.258 2.459 4.081 -0.042
C 1.956 2.638 4.559 -0.065
C 0.899 2.249 3.775 -0.004
C 1.103 1.678 2.503 -0.161
N 0.035 1.207 1.735 0.068
N -1.081 1.719 2.127 0.091
C -2.280 1.200 1.872 -0.067
C -2.544 -0.174 1.364 -0.289
O -1.631 -0.905 0.985 -0.105
C -3.919 -0.631 1.263 0.013
C -4.922 0.184 1.590 0.019
C -4.713 1.547 2.072 -0.160
C -5.806 2.337 2.401 -0.017
C -5.626 3.631 2.859 -0.048
C -4.338 4.143 2.997 -0.051
C -3.239 3.364 2.684 -0.003
C -3.413 2.057 2.213 -0.102
H 4.504 1.560 0.275 0.105
H 3.803 0.146 -0.545 0.081
H 4.394 -0.009 1.123 0.096
H 4.509 1.771 2.495 0.110
H 4.104 2.754 4.692 0.117
H 1.782 3.068 5.537 0.112
H -0.117 2.354 4.130 0.111
H -4.083 -1.632 0.886 0.126
H -5.946 -0.159 1.480 0.128
H -6.805 1.930 2.285 0.121
H -6.485 4.240 3.112 0.114
H -4.195 5.155 3.355 0.113
H -2.237 3.758 2.786 0.112
S -0.380 -2.601 -1.048 0.591
P 1.377 -3.223 -0.120 0.222
S 1.683 -1.975 1.396 0.408
C 2.642 -3.197 -1.376 -0.403
C 3.893 -3.704 -1.015 -0.079
C 4.920 -3.696 -1.943 -0.059
C 4.694 -3.206 -3.228 -0.057
C 3.449 -2.713 -3.586 -0.058
C 2.417 -2.704 -2.656 -0.109
C 1.246 -4.923 0.446 -0.395
C 1.159 -5.222 1.802 -0.093
C 1.083 -6.550 2.207 -0.060
C 1.086 -7.568 1.264 -0.058
C 1.167 -7.270 -0.093 -0.061
C 1.249 -5.952 -0.503 -0.081
H 4.067 -4.092 -0.017 0.118
H 5.896 -4.080 -1.670 0.113
H 5.498 -3.211 -3.954 0.113
H 3.278 -2.328 -4.584 0.115
H 1.459 -2.279 -2.923 0.070
H 1.147 -4.424 2.532 0.072
H 1.016 -6.787 3.262 0.112
H 1.028 -8.600 1.585 0.113
H 1.168 -8.067 -0.827 0.113
H 1.323 -5.725 -1.562 0.114
I 3.300 5.261 -6.123 0.906
C 2.530 3.896 -4.765 -0.744
C 1.371 4.206 -4.066 -0.137
C 0.859 3.292 -3.156 -0.005
C 1.503 2.077 -2.952 -0.141
C 2.662 1.777 -3.659 -0.013
C 3.181 2.685 -4.572 -0.141
C 0.974 1.101 -1.966 -0.575
O -0.067 1.363 -1.293 -0.061
O 1.588 -0.003 -1.771 -0.127
H 0.872 5.151 -4.232 0.096
H -0.045 3.512 -2.600 0.122
H 3.151 0.822 -3.496 0.114
H 4.080 2.453 -5.128 0.095
```

Calculated values
Charge: +1
2S+1: 5
F_max (hartree/bohr): 0.013
HOMO (spin up / spin down) (eV): -10.5 / -10.6
LUMO energy (spin up / spin down) (eV): -3.51 / -6.04


A cluster of 19 separate species, C36H28BCl72I3N5O3 in total in a non-equilibrium geometry, computed with the ωB97M-V functional and the def2-TZVPD basis.

```
148
Properties=species:S:1:pos:R:3:lowdin_charge:R:1
C 1.582 -4.784 0.824 -0.012
O 0.477 -3.962 1.222 0.058
B -0.799 -4.377 0.991 -0.615
O -1.262 -5.612 1.401 0.143
C -1.851 -3.371 0.298 -0.046
C -1.723 -1.972 0.953 -0.115
O -1.239 -0.976 0.073 -0.201
C -2.189 -0.771 -0.932 -0.685
I -1.519 0.793 -2.236 1.013
C -2.698 -2.094 -1.599 -0.326
C -3.148 -1.922 -3.038 -0.752
I -1.984 -2.359 -4.744 1.093
C -4.375 -1.453 -3.302 -0.773
C -4.975 -1.248 -4.667 -0.203
I -5.703 -0.894 -1.767 1.073
N -1.858 -3.326 -1.225 -0.040
C -0.486 -3.438 -1.852 -0.158
C 0.427 -2.233 -1.945 -0.204
C 1.795 -2.766 -2.487 -0.163
C 2.444 -1.733 -3.413 -0.206
N 2.956 -0.590 -2.643 -0.027
C 2.933 0.647 -3.386 -0.585
N 3.464 0.835 -4.523 0.131
N 2.286 1.709 -2.753 0.085
C -2.614 -4.579 -1.620 -0.137
C -1.942 -5.792 -1.699 -0.014
C -2.634 -6.941 -2.022 -0.024
C -3.998 -6.833 -2.264 -0.101
N -4.666 -5.687 -2.198 0.112
C -3.978 -4.588 -1.895 -0.061
H 1.300 -5.827 0.657 0.081
H 2.029 -4.353 -0.072 0.075
H 2.331 -4.756 1.615 0.109
H -0.971 -6.325 0.817 0.037
H -2.839 -3.737 0.589 0.161
H -1.053 -1.994 1.812 0.111
H -2.703 -1.652 1.334 0.147
H -3.057 -0.296 -0.466 0.050
H -3.626 -2.277 -1.054 0.042
H -4.403 -0.521 -5.248 0.076
H -6.006 -0.913 -4.607 0.050
H -4.973 -2.199 -5.211 0.071
H 0.110 -4.217 -1.375 0.107
H -0.646 -3.823 -2.856 0.054
H 0.119 -1.487 -2.670 0.011
H 0.624 -1.789 -0.974 0.062
H 2.476 -3.006 -1.667 0.101
H 1.603 -3.681 -3.061 0.118
H 3.277 -2.202 -3.952 0.118
H 1.688 -1.417 -4.133 0.120
H 3.871 -0.785 -2.255 0.117
H 3.946 -0.005 -4.837 -0.031
H 1.623 2.166 -3.362 0.087
H 1.869 1.440 -1.873 -0.007
H -0.885 -5.892 -1.484 0.114
H -2.135 -7.898 -2.085 0.101
H -4.565 -7.729 -2.496 0.121
H -4.567 -3.681 -1.876 0.074
C 2.015 0.863 1.621 -1.993
Cl 0.986 -0.060 2.728 0.564
Cl 2.301 -0.058 0.132 0.607
Cl 1.241 2.390 1.213 0.529
Cl 3.571 1.167 2.398 0.511
C -0.602 -9.801 1.263 -2.026
Cl 0.564 -9.846 2.579 0.555
Cl -0.795 -11.409 0.572 0.562
Cl -2.146 -9.197 1.850 0.533
Cl 0.000 -8.700 -0.004 0.503
C -6.331 3.663 -1.492 -2.042
Cl -6.680 3.758 0.233 0.526
Cl -7.677 2.856 -2.315 0.514
Cl -6.119 5.276 -2.162 0.522
Cl -4.860 2.706 -1.744 0.435
C -3.783 -7.654 5.463 -2.056
Cl -3.982 -6.441 6.731 0.531
Cl -5.362 -8.086 4.802 0.535
Cl -2.764 -6.994 4.175 0.492
Cl -3.002 -9.085 6.131 0.514
C 2.708 6.207 3.039 -2.021
Cl 2.427 7.000 1.485 0.525
Cl 3.063 4.499 2.767 0.470
Cl 4.069 6.977 3.861 0.504
Cl 1.264 6.354 4.042 0.519
C 6.234 0.793 -7.543 -2.021
Cl 6.156 0.129 -9.179 0.527
Cl 5.107 2.132 -7.377 0.502
Cl 5.805 -0.483 -6.385 0.522
Cl 7.873 1.350 -7.201 0.528
C 1.521 7.476 8.366 -2.041
Cl 2.151 8.793 9.354 0.521
Cl -0.040 7.944 7.665 0.503
Cl 2.651 7.130 7.056 0.483
Cl 1.305 6.036 9.363 0.536
C 6.696 2.976 -3.264 -2.007
Cl 6.829 3.987 -4.707 0.518
Cl 7.218 1.325 -3.651 0.508
Cl 7.708 3.633 -1.982 0.477
Cl 5.017 2.950 -2.719 0.564
C 3.769 4.447 -10.821 -2.053
Cl 4.147 4.786 -12.512 0.530
Cl 4.524 2.931 -10.325 0.479
Cl 4.381 5.759 -9.806 0.524
Cl 2.016 4.322 -10.624 0.518
C 1.184 -7.968 7.717 -2.055
Cl 1.183 -9.015 9.134 0.539
Cl -0.464 -7.430 7.380 0.491
Cl 2.218 -6.568 8.014 0.529
Cl 1.801 -8.867 6.322 0.505
C -5.489 8.276 0.434 -2.054
Cl -5.985 8.663 -1.218 0.512
Cl -4.566 6.766 0.442 0.489
Cl -4.491 9.586 1.061 0.536
Cl -6.921 8.083 1.449 0.528
C 3.510 11.132 3.844 -2.056
Cl 5.273 11.217 3.811 0.528
Cl 2.998 10.108 5.189 0.490
Cl 2.843 12.753 4.048 0.531
Cl 2.928 10.440 2.326 0.507
C 4.109 -9.241 -1.838 -2.057
Cl 2.587 -10.032 -1.414 0.490
Cl 3.820 -7.496 -2.006 0.488
Cl 5.292 -9.514 -0.562 0.542
Cl 4.713 -9.882 -3.362 0.546
C -0.539 12.091 10.479 -2.059
Cl 0.541 12.036 11.876 0.523
Cl -0.774 10.455 9.859 0.484
Cl -2.094 12.775 10.961 0.527
Cl 0.182 13.094 9.217 0.523
C 11.034 6.436 -2.477 -2.055
Cl 9.827 5.500 -3.359 0.487
Cl 11.713 5.434 -1.186 0.515
Cl 12.326 6.939 -3.570 0.530
Cl 10.269 7.862 -1.770 0.527
C -9.720 -1.791 -0.101 -2.054
Cl -10.037 -1.171 -1.724 0.522
Cl -9.099 -3.442 -0.213 0.521
Cl -8.504 -0.765 0.684 0.467
Cl -11.197 -1.766 0.849 0.527
C -12.891 0.861 3.829 -2.060
Cl -13.665 2.307 3.179 0.532
Cl -11.201 0.815 3.314 0.494
Cl -12.971 0.886 5.590 0.533
Cl -13.725 -0.577 3.222 0.510
C 7.129 3.078 2.146 -2.034
Cl 6.470 4.087 3.436 0.517
Cl 5.882 2.800 0.926 0.470
Cl 8.515 3.893 1.410 0.522
Cl 7.650 1.528 2.816 0.532
```

Calculated values
Charge: +1
F_max (hartree/bohr): 0.027
HOMO (eV): -11.2
LUMO energy (eV): -2.64


A structure of composition C36H28BrF9GeNO4PSeTi in a non-equilibrium geometry, computed with the ωB97M-V functional and the def2-TZVPD basis.

```
83
Properties=species:S:1:pos:R:3:lowdin_charge:R:1
Ti 0.918 -0.108 -1.421 0.610
F -2.031 -0.743 -6.073 0.139
C -1.852 -0.183 -4.881 -0.127
C -2.810 0.690 -4.389 -0.124
F -3.888 0.961 -5.120 0.135
C -2.640 1.270 -3.143 -0.196
F -3.588 2.113 -2.711 0.098
C -1.519 0.981 -2.389 -0.331
P -1.119 1.489 -0.696 1.042
C -2.359 0.797 0.438 -0.353
C -1.881 0.123 1.560 -0.114
C -2.760 -0.439 2.477 -0.068
C -4.126 -0.332 2.271 -0.066
C -4.612 0.352 1.163 -0.060
C -3.736 0.924 0.255 -0.063
C -1.396 3.282 -0.640 -0.352
C -1.021 4.085 -1.714 -0.112
C -1.189 5.458 -1.640 -0.064
C -1.722 6.039 -0.497 -0.076
C -2.099 5.242 0.573 -0.073
C -1.937 3.866 0.504 -0.098
C -0.533 0.115 -2.888 -0.219
Br 1.923 2.228 -2.109 0.170
C -0.724 -0.455 -4.124 -0.213
F 0.181 -1.306 -4.643 0.086
H -0.811 0.022 1.713 0.069
H -2.376 -0.964 3.342 0.108
H -4.816 -0.779 2.975 0.108
H -5.679 0.441 1.007 0.109
H -4.124 1.467 -0.596 0.104
H -0.593 3.639 -2.602 0.073
H -0.898 6.077 -2.479 0.109
H -1.849 7.112 -0.444 0.105
H -2.526 5.688 1.462 0.106
H -2.249 3.248 1.336 0.091
O 4.530 -1.475 -1.204 0.137
C 3.465 -1.792 -1.652 -0.484
O 2.472 -0.894 -1.817 -0.227
C 3.106 -3.196 -2.021 -0.122
C 1.956 -3.507 -2.736 0.010
C 1.644 -4.830 -3.008 0.029
C 2.500 -5.811 -2.547 -0.130
C 3.657 -5.530 -1.842 0.024
C 3.959 -4.206 -1.583 0.020
N 2.166 -7.227 -2.823 -0.350
O 2.935 -8.073 -2.417 0.083
O 1.148 -7.451 -3.443 0.083
H 1.305 -2.725 -3.099 0.098
H 0.760 -5.102 -3.564 0.125
H 4.291 -6.337 -1.507 0.123
H 4.848 -3.937 -1.031 0.129
F -2.111 -1.644 -1.329 0.087
C -1.231 -2.257 -0.518 -0.233
C 0.072 -1.791 -0.387 -0.100
C 0.854 -2.550 0.476 -0.251
F 2.157 -2.252 0.661 0.042
C 0.398 -3.645 1.187 -0.138
F 1.207 -4.322 2.003 0.127
C -0.917 -4.047 1.033 -0.130
F -1.383 -5.094 1.703 0.140
C -1.738 -3.349 0.166 -0.145
F -3.007 -3.726 0.010 0.127
C 2.424 3.443 4.491 -0.217
Ge 1.004 2.363 3.702 0.761
C -0.763 3.127 4.035 -0.208
C 1.086 0.545 4.404 -0.221
C 1.264 2.383 1.736 -0.532
Se 1.892 0.718 0.970 0.882
C 3.777 1.124 0.893 -0.318
H 2.285 3.538 5.568 0.021
H 2.442 4.443 4.058 0.022
H 3.392 2.973 4.314 0.019
H -1.024 3.045 5.091 0.023
H -1.514 2.585 3.458 0.000
H -0.796 4.180 3.754 0.021
H 1.108 0.575 5.494 0.024
H 1.978 0.027 4.052 0.011
H 0.217 -0.038 4.096 0.007
H 1.976 3.152 1.433 0.032
H 0.322 2.628 1.249 -0.032
H 4.189 1.034 1.895 0.034
H 3.906 2.127 0.494 0.028
H 4.234 0.397 0.224 0.014
```

Calculated values
Charge: 0
F_max (hartree/bohr): 0.045
HOMO (eV): -8.7
LUMO energy (eV): -1.40